Record 1
DFT (the ωB97M-V functional and the def2-TZVPD basis) results for a cluster of 2 separate species, C22H27N3O4 in total at a distorted geometry.

Output
HOMO energy in eV: -6.462
DFT total energy in eV: -35904.567
Energy relative to the best compared isomer or geometry (same formula, charge and spin) in eV: 11.123

```
56
Properties=species:S:1:pos:R:3:lowdin_charge:R:1
O 3.3969 0.1167 -4.1840 -0.08
O 3.3566 2.3069 -4.1220 -0.08
O -7.7169 1.4063 0.4283 -0.14
O 6.1091 -4.1404 2.7816 -0.14
N -5.0004 1.9438 -0.2937 -0.12
N 2.7719 1.2044 -4.2249 -0.55
N 4.3155 -2.3353 1.5137 -0.12
C 1.0777 -0.8727 0.3942 -0.01
C 3.7830 -0.2868 0.2617 0.01
C 0.6110 1.2727 -0.8153 0.11
C 1.4134 1.1821 -4.3667 0.00
C -2.8657 2.4024 -1.4316 0.01
C 5.2585 -1.8645 2.5466 -0.14
C 4.8857 -3.4820 0.7789 -0.13
C -5.5891 2.4695 0.9626 -0.13
C 3.3621 -1.4552 0.9113 -0.19
C -7.1114 2.5998 0.8976 -0.19
C 5.2325 -4.6007 1.7581 -0.19
C -1.5159 2.2279 -1.5622 0.01
C -0.7896 1.4139 -0.6563 -0.19
C -3.5737 1.8088 -0.3773 -0.20
C -1.5158 0.8150 0.3991 -0.01
C 2.8848 0.5813 -0.2847 0.02
C 5.5940 -3.0186 3.4906 -0.19
C 1.9845 -1.7362 0.9473 0.01
C -2.8651 0.9898 0.5220 0.01
C -7.2907 1.1029 -0.8869 -0.19
C 1.4944 0.3359 -0.2172 -0.19
C -5.7853 0.8810 -0.9581 -0.13
H 0.8697 2.0991 -4.3930 0.03
H -3.4172 2.9841 -2.1477 0.12
H 0.9058 0.2513 -4.4574 0.04
H -7.8431 0.2165 -1.2189 0.13
H -0.9851 0.2532 1.1450 0.10
H -5.1263 3.4434 1.1741 0.13
H 4.8172 -1.0185 3.0790 0.13
H 3.2352 1.4806 -0.7639 0.13
H 4.6995 -3.3486 4.0327 0.12
H 4.1811 -3.8082 0.0115 0.13
H 5.7888 -3.1454 0.2626 0.13
H -7.5896 1.9313 -1.5334 0.12
H 4.3287 -4.9915 2.2404 0.12
H -3.4095 0.4606 1.2843 0.12
H 5.7247 -5.4431 1.2551 0.13
H 6.3412 -2.7304 4.2415 0.13
H -1.0009 2.6990 -2.3812 0.12
H -5.3013 1.8103 1.7841 0.11
H 0.0424 -1.1554 0.3636 0.10
H -7.5439 2.8298 1.8790 0.13
H -5.5128 -0.0661 -0.4901 0.12
H -5.4471 0.8167 -1.9974 0.13
H 4.8389 -0.0969 0.1841 0.13
H 1.0711 1.9896 -1.4751 0.11
H 1.6565 -2.6398 1.4294 0.12
H -7.4019 3.4068 0.2185 0.12
H 6.1661 -1.4971 2.0605 0.12
```



Record 2
DFT (the ωB97M-V functional and the def2-TZVPD basis) results for a structure of composition C22H27N9O3RuS2 at a distorted geometry.

Output
HOMO energy in eV: -13.231
Net charge: +2
DFT total energy in eV: -67043.737
Energy relative to the best compared isomer or geometry (same formula, charge and spin) in eV: 0.223

```
64
Properties=species:S:1:pos:R:3:lowdin_charge:R:1
Ru 1.2271 0.8579 0.4045 1.30
S 2.8226 -2.3251 0.8961 0.92
S 1.5879 0.3361 -1.7956 0.79
O 0.7439 2.6173 -0.6636 -0.13
O 1.9845 2.7057 1.0321 -0.03
O 1.6585 -1.3912 0.5829 -0.67
N -0.8805 0.9191 0.5733 -0.04
N 3.2631 0.6845 0.4125 -0.20
N 1.5671 0.5154 2.4133 -0.04
N -3.0053 0.4428 0.4183 0.01
N 3.9101 0.8671 -2.9676 0.13
N -4.1422 -2.8301 -2.1808 0.09
N -4.2490 -1.0194 -1.0235 -0.08
N 4.0405 0.7736 -0.6960 0.06
N -4.2177 -2.3879 -0.9916 0.05
C -1.7583 -0.0566 0.3298 -0.30
C 2.9717 -3.3494 -0.5486 -0.21
C 3.3178 0.2429 3.9989 0.03
C -4.1387 0.6885 -2.9049 -0.01
C 3.3186 0.7118 -1.7859 -0.74
C 1.4733 4.8285 -0.0124 0.06
C 3.8025 0.5717 1.5650 -0.07
C -2.9253 1.7825 0.7252 -0.02
C 0.6556 0.3853 3.3775 -0.06
C -4.2635 -0.2917 0.1968 -0.05
C -4.0440 -1.7178 -4.4508 0.00
C 2.8893 0.4475 2.7046 -0.25
C -1.4457 -1.4755 0.0240 0.02
C -4.1753 -0.5787 -2.3144 -0.18
C 1.4053 3.3562 0.1134 -0.62
C -4.0670 0.7080 -4.2798 -0.06
C 2.1364 -3.5219 2.0148 -0.21
C 1.0244 0.1600 4.6925 -0.01
C 2.3709 0.0922 5.0063 0.00
C -4.1166 -1.7508 -3.0549 -0.22
C -1.6114 2.0714 0.8193 -0.10
C -4.0205 -0.4786 -5.0448 -0.06
H -4.4260 -1.0148 0.9933 0.15
H -4.0492 1.6608 -4.7925 0.11
H -4.0316 -2.6318 -5.0289 0.12
H 4.8889 1.1051 -3.0046 0.13
H 3.6001 -4.2056 -0.3031 0.08
H 1.8977 -3.0079 2.9445 0.06
H -3.9758 -0.4032 -6.1226 0.11
H 1.0432 5.2782 0.8837 0.11
H 2.5159 5.1419 -0.0704 0.11
H 4.8801 0.5660 1.6735 0.16
H -1.1485 3.0136 1.0468 0.11
H -0.3793 0.4784 3.0799 0.12
H 0.2631 0.0469 5.4510 0.13
H -2.0353 -2.1496 0.6459 0.10
H -4.1550 1.6036 -2.3271 0.11
H 2.6863 -0.0752 6.0276 0.13
H 1.2407 -3.9547 1.5705 0.08
H -3.7983 2.3993 0.8525 0.14
H 0.9301 5.1572 -0.8936 0.11
H 3.4442 -2.7573 -1.3301 0.06
H 3.3830 0.8445 -3.8229 0.11
H -0.3909 -1.6637 0.1940 0.04
H 1.9737 -3.6619 -0.8542 0.08
H -1.6706 -1.7098 -1.0182 0.09
H 4.3773 0.1904 4.2104 0.14
H -5.0643 0.4452 0.2072 0.15
H 2.8904 -4.2873 2.2014 0.08
```